One molecule with the formula C15H18N4O3 in a non-equilibrium geometry, computed with ωB97M-V/def2-TZVPD.

energy	-1027.16114	hartree
orbital gap	9.352	eV
maximum force	3.47	eV/A
total charge	0
molecular weight	302.3	Da
structure (SMILES)	N[C@@H](Cc1ccccc1)C(=O)N[C@@H](Cc1c[nH]cn1)C(=O)O
energy above the lowest of the compared OMol25 structures with the same formula, charge and spin	21.3	kcal/mol

Each line ends with the Mulliken charge.
CARTESIAN COORDINATES (ANGSTROEM)
O (-1.27396, -1.58213, -1.86429)  -0.609
O (-0.27731, 2.02909, 0.48919)  -0.744
O (-1.58164, -3.46319, -0.66362)  -0.405
N (-2.39703, -0.60360, 4.87834)  -0.088
N (-1.20199, -0.03462, 0.46356)  -0.011
N (1.32180, -1.10165, -0.53761)  -0.581
N (-3.01922, -0.02380, 2.84954)  -0.501
C (3.04225, 0.99792, -2.58762)  -0.063
C (-1.48981, -2.14544, -0.80200)  0.131
C (2.33473, 1.15330, -0.14017)  -1.433
C (2.99088, 1.38787, -3.91891)  -0.731
C (-2.31407, -2.05040, 1.51379)  -0.632
C (2.21968, 1.52713, -1.60360)  0.453
C (1.25056, 2.96154, -3.40928)  -0.831
C (-2.98781, 0.33440, 4.10339)  -0.321
C (-1.27589, -1.49488, 0.53344)  0.228
C (-1.99092, -1.64544, 4.06558)  -0.838
C (1.37949, 2.55337, -2.08024)  0.017
C (-0.10112, 0.79717, 0.38682)  0.353
C (2.06189, 2.34486, -4.36299)  -0.293
C (-2.44774, -1.28529, 2.79050)  0.502
C (1.27983, 0.15058, 0.26625)  0.042
H (-3.22831, -1.98601, 0.93939)  0.392
H (0.71650, 3.09688, -1.38052)  0.290
H (2.21157, 2.05671, 0.45827)  0.431
H (2.29550, -1.28980, -0.70339)  0.308
H (1.90839, 2.62813, -5.41872)  0.335
H (0.52322, 3.72032, -3.59924)  0.413
H (-3.42115, 1.28982, 4.43832)  0.424
H (-2.08586, -0.54707, 5.85382)  0.225
H (-1.72975, -3.84695, -1.52608)  0.357
H (-1.49137, -2.51586, 4.46203)  0.422
H (-2.04196, 0.46222, 0.64480)  0.351
H (3.61841, 1.02666, -4.72828)  0.347
H (-0.29089, -1.79975, 0.93955)  0.356
H (1.44509, -0.14239, 1.30356)  0.410
H (3.84090, 0.28971, -2.31698)  0.265
H (3.33132, 0.73537, 0.02657)  0.475
H (0.93036, -0.86824, -1.50312)  0.282
H (-2.05458, -3.11653, 1.73997)  0.272